76
Properties=species:S:1:pos:R:3 method="wB97M-V/def2-TZVPD" total_energy_ev=-59711.379 charge=+3 largest_force_ev_per_a=3.093 spin_multiplicity=1
Zr 3.229 0.099 -0.285
C -2.574 -2.856 -4.054
C -2.353 -1.305 -4.364
N -1.543 -0.756 -3.268
C -0.325 -0.290 -3.559
C 0.721 0.027 -2.590
C 2.097 0.508 -3.079
O 2.421 0.405 -4.249
O 2.900 0.923 -2.098
C 0.445 -0.345 -1.267
O 1.320 -0.623 -0.327
C -0.865 -0.550 -0.906
C -1.186 -0.695 0.474
C -2.471 -0.744 0.919
F -2.778 -0.916 2.260
C -3.533 -0.827 -0.069
C -3.205 -0.886 -1.407
C -1.868 -0.724 -1.882
N -4.891 -0.641 0.201
C -5.309 -1.102 1.530
C -6.827 -1.127 1.748
N -7.529 -0.368 0.596
C -6.888 0.931 0.408
C -5.428 0.674 -0.126
H -3.544 -3.151 -4.451
H -2.537 -3.043 -2.979
H -1.744 -3.429 -4.508
H -3.254 -0.755 -4.380
H -1.800 -1.102 -5.279
H -0.117 -0.192 -4.595
H -0.319 -0.651 1.146
H -4.093 -0.983 -2.089
H -4.926 -0.515 2.337
H -4.923 -2.089 1.700
H -7.007 -0.558 2.698
H -7.212 -2.131 1.946
H -8.502 -0.222 0.943
H -7.607 -0.910 -0.279
H -7.013 1.457 1.365
H -7.359 1.467 -0.450
H -4.811 1.500 0.205
H -5.429 0.750 -1.276
C 4.730 -1.323 3.372
C 5.447 -0.151 3.538
C 4.974 0.950 2.841
C 3.749 1.031 2.185
C 2.956 -0.182 2.153
C 3.506 -1.328 2.702
Si 3.479 2.618 1.161
C 2.352 3.634 2.204
C 2.592 3.831 3.557
C 2.053 4.931 4.201
C 1.214 5.783 3.523
C 0.826 5.484 2.186
C 1.292 4.352 1.552
H 5.139 -2.294 3.722
H 6.266 -0.145 4.246
H 5.629 1.838 2.868
H 1.851 -0.068 2.132
H 3.096 -2.314 2.520
H 4.595 3.586 0.851
H 3.241 3.147 4.086
H 2.478 5.214 5.160
H 0.801 6.654 4.046
H 0.242 6.174 1.628
H 0.951 4.087 0.553
N 5.772 -3.757 -3.120
C 5.673 -2.399 -2.613
C 5.058 -2.501 -1.186
O 5.088 -3.545 -0.574
O 4.486 -1.442 -0.728
H 5.185 -3.994 -3.974
H 5.503 -4.393 -2.333
H 6.760 -4.016 -3.317
H 4.972 -1.770 -3.183
H 6.681 -1.948 -2.624


54
Properties=species:S:1:pos:R:3 method="wB97M-V/def2-TZVPD" total_energy_ev=-32505.390 largest_force_ev_per_a=17.226 spin_multiplicity=1 smiles=CC#N.CC#N.CC#N.CC#N.CC#N.CC#N.CC#N.CC#N.CC#N
C -3.580 3.207 1.455
C -4.616 4.161 0.907
N -5.405 4.851 0.498
H -2.931 3.116 0.758
H -2.780 3.829 2.199
H -3.935 2.168 1.916
C 1.876 -3.300 -4.021
C 0.717 -3.420 -2.938
N -0.107 -3.409 -2.170
H 2.369 -4.200 -4.141
H 1.441 -3.098 -4.930
H 2.775 -2.468 -3.588
C 0.109 3.893 3.182
C 1.454 4.136 2.464
N 2.457 4.265 1.958
H -0.064 4.845 3.215
H -0.544 3.219 2.741
H 0.186 3.607 4.215
C 2.183 2.379 -1.551
C 2.352 0.893 -1.725
N 2.469 -0.231 -1.870
H 2.982 2.879 -2.055
H 1.268 2.533 -2.063
H 1.705 2.493 -0.509
C -0.584 0.496 -4.171
C -1.751 1.166 -3.309
N -2.579 1.714 -2.746
H -0.234 -0.187 -3.443
H -0.916 -0.167 -5.026
H 0.072 1.216 -4.562
C 2.696 -3.413 0.152
C 1.548 -2.908 1.089
N 0.719 -2.602 1.679
H 3.446 -4.093 0.563
H 2.190 -3.942 -0.695
H 3.174 -2.482 -0.424
C -3.224 -4.000 1.316
C -2.537 -4.024 2.635
N -1.972 -3.971 3.582
H -3.437 -4.976 0.854
H -4.207 -3.740 1.282
H -2.398 -3.491 0.760
C -1.280 -0.718 -0.472
C -0.833 0.599 0.130
N -0.461 1.594 0.553
H -2.151 -0.639 -1.127
H -0.279 -0.953 -1.118
H -1.276 -1.272 0.558
C 2.518 0.582 2.565
C 1.895 0.918 3.853
N 1.386 1.246 4.822
H 3.626 0.862 2.489
H 2.247 -0.559 2.507
H 2.222 1.393 1.753


In eV, the orbital gap values for the records above are, in order, 5.9, 11.3.
In eV, the LUMO values for the records above are, in order, -8.07, 0.00.